1.
ORCA calculation (ωB97M-V/def2-TZVPD) on a structure of composition C24H26BrGeIrN5O5S at a distorted geometry.

Properties
Spin multiplicity: 1
E_HOMO (Eh): -0.43299
Charge: +1

```
64
Properties=species:S:1:pos:R:3:nbo_charge:R:1
Ir 0.18 0.25 -0.03 1.07
N 1.04 -1.49 -0.86 -0.74
C 1.40 -2.42 0.25 -0.35
C 0.83 -1.98 1.59 0.68
O 0.68 -2.69 2.53 -0.48
N 0.39 -0.62 1.59 -0.49
C -0.15 0.03 2.78 -0.38
C -1.04 1.19 2.34 0.77
O -1.79 1.74 3.09 -0.56
O -0.85 1.56 1.08 -0.72
H 0.23 -1.85 -1.37 0.43
H 1.81 -1.40 -1.52 0.42
H 2.49 -2.42 0.37 0.27
H 1.08 -3.43 0.05 0.25
H 0.68 0.46 3.35 0.24
H -0.65 -0.69 3.43 0.28
C -2.99 3.88 -0.61 -0.45
N -2.02 2.98 -1.19 -0.52
C -0.74 3.13 -1.06 0.41
N -0.22 4.22 -0.51 -0.77
S 0.34 1.89 -1.73 -0.08
H -3.99 3.52 -0.84 0.24
H -2.89 4.89 -1.03 0.21
H -2.88 3.91 0.48 0.22
H -2.33 2.05 -1.52 0.43
H -0.80 4.93 -0.10 0.42
H 0.78 4.30 -0.41 0.43
Ge 2.60 1.00 0.12 1.18
C 2.73 2.82 0.76 -0.49
C 2.32 3.18 2.04 -0.20
C 2.44 4.50 2.47 -0.20
C 2.97 5.46 1.62 -0.19
C 3.40 5.11 0.35 -0.22
C 3.27 3.79 -0.09 -0.17
C 3.67 -0.28 1.12 -0.51
C 3.54 -0.52 2.48 -0.22
C 4.33 -1.47 3.11 -0.19
C 5.26 -2.19 2.38 -0.19
C 5.42 -1.95 1.03 -0.21
C 4.63 -1.00 0.40 -0.18
H 3.08 0.89 -1.34 -0.14
H 1.91 2.45 2.72 0.20
H 2.11 4.77 3.46 0.23
H 3.06 6.48 1.96 0.23
H 3.83 5.85 -0.31 0.23
H 3.60 3.53 -1.08 0.22
H 2.83 0.04 3.08 0.21
H 4.21 -1.65 4.17 0.23
H 5.87 -2.94 2.87 0.23
H 6.16 -2.50 0.46 0.23
H 4.77 -0.81 -0.66 0.21
Br -3.67 -5.43 -1.86 0.10
C -3.86 -3.64 -2.41 -0.14
C -4.79 -3.30 -3.38 0.05
N -4.97 -2.05 -3.80 -0.38
C -4.23 -1.09 -3.26 0.08
C -3.26 -1.34 -2.29 -0.21
C -3.08 -2.65 -1.85 -0.16
C -2.47 -0.20 -1.74 0.85
O -2.81 0.95 -1.95 -0.62
O -1.41 -0.57 -1.06 -0.77
H -5.41 -4.07 -3.83 0.22
H -4.39 -0.08 -3.61 0.22
H -2.36 -2.88 -1.08 0.23
```

---

2.
ORCA calculation (ωB97M-V/def2-TZVPD) on an isolated molecule of C11H16N4O2 at a distorted geometry.

Properties
SMILES: CCN1CC(=O)N(CC)c2ncn(C)c2C1=O
Spin multiplicity: 1
E_HOMO (Eh): -0.31065
Charge: 0

```
33
Properties=species:S:1:pos:R:3:nbo_charge:R:1
C 3.31 -0.77 0.12 -0.62
C 2.93 0.11 -1.05 -0.21
N 1.52 0.48 -0.95 -0.41
C 1.11 1.80 -0.36 -0.29
C 0.51 1.63 1.02 0.67
O 1.23 2.03 1.95 -0.62
N -0.73 1.04 1.25 -0.44
C -1.31 0.92 2.62 -0.21
C -1.08 -0.51 3.18 -0.62
C -1.37 0.42 0.18 0.30
N -2.74 0.48 0.07 -0.48
C -3.05 -0.20 -1.02 0.20
N -1.93 -0.74 -1.66 -0.32
C -1.94 -1.49 -2.93 -0.40
C -0.85 -0.28 -0.91 -0.04
C 0.57 -0.48 -1.25 0.64
O 0.88 -1.54 -1.77 -0.63
H 3.27 -0.28 1.11 0.22
H 4.34 -1.06 -0.04 0.21
H 2.68 -1.69 0.12 0.22
H 3.58 0.96 -0.98 0.20
H 3.07 -0.35 -2.01 0.22
H 0.36 2.25 -1.02 0.22
H 1.97 2.45 -0.31 0.24
H -0.89 1.68 3.29 0.23
H -2.39 1.11 2.62 0.22
H -1.30 -0.53 4.25 0.22
H -1.75 -1.22 2.69 0.21
H -0.04 -0.84 3.02 0.22
H -4.06 -0.37 -1.37 0.20
H -1.59 -0.84 -3.74 0.21
H -1.35 -2.41 -2.90 0.24
H -2.96 -1.77 -3.22 0.21
```

---

3.
ORCA calculation (ωB97M-V/def2-TZVPD) on the ion C24H24NO3 with charge +1 at a distorted geometry.

Properties
SMILES: COc1ccc([C@H](c2ccc3c(c2)CCO3)[C@H](C(C)=O)[n+]2ccccc2)cc1
Spin multiplicity: 1
E_HOMO (Eh): -0.39500
Charge: +1

```
52
Properties=species:S:1:pos:R:3:nbo_charge:R:1
C 5.47 2.34 2.60 -0.26
O 5.34 0.92 2.77 -0.49
C 4.10 0.38 2.65 0.33
C 3.99 -1.00 2.85 -0.25
C 2.74 -1.61 2.80 -0.20
C 1.57 -0.88 2.67 -0.10
C 0.21 -1.66 2.66 -0.22
C -0.97 -0.69 2.93 -0.10
C -0.88 0.55 3.64 -0.19
C -1.95 1.44 3.71 -0.26
C -3.20 1.00 3.23 0.33
C -3.35 -0.29 2.70 -0.10
C -2.23 -1.10 2.51 -0.15
C -4.78 -0.48 2.31 -0.45
C -5.39 0.91 2.56 -0.06
O -4.33 1.77 3.14 -0.47
C 0.07 -2.89 3.46 -0.13
C 1.18 -3.98 3.74 0.62
C 1.66 -3.98 5.15 -0.74
O 1.42 -4.84 2.92 -0.53
N -1.07 -3.78 2.98 -0.27
C -1.12 -4.31 1.72 0.10
C -2.14 -5.19 1.37 -0.22
C -3.14 -5.49 2.29 -0.09
C -3.11 -4.86 3.53 -0.23
C -2.08 -4.00 3.83 0.11
C 1.71 0.49 2.32 -0.12
C 2.95 1.13 2.36 -0.32
H 6.53 2.55 2.75 0.21
H 5.17 2.64 1.59 0.18
H 4.87 2.90 3.33 0.18
H 4.88 -1.58 3.09 0.24
H 2.71 -2.70 2.77 0.21
H 0.13 -2.01 1.58 0.22
H 0.07 0.88 4.07 0.24
H -1.87 2.43 4.14 0.24
H -2.40 -2.05 1.99 0.18
H -4.86 -0.79 1.26 0.23
H -5.26 -1.24 2.94 0.22
H -6.22 0.86 3.28 0.20
H -5.75 1.35 1.61 0.20
H -0.21 -2.54 4.48 0.23
H 1.47 -3.02 5.64 0.23
H 1.14 -4.79 5.71 0.27
H 2.73 -4.21 5.15 0.27
H -0.31 -4.08 1.05 0.26
H -2.10 -5.65 0.37 0.26
H -3.93 -6.19 2.03 0.25
H -3.85 -5.03 4.30 0.26
H -1.99 -3.48 4.77 0.24
H 0.87 1.11 1.99 0.22
H 3.03 2.20 2.18 0.23
```

---

Gap between HOMO and LUMO values (in eV) by entry order: 6.086 9.185 6.622.
LUMO energy values (in Ha) by entry order: -0.2093 0.0269 -0.1516.
Relative energy (zero: lowest compared OMol25 entry of this formula, charge and spin) values (in eV) by entry order: 2.352 1.334 0.344.